1.
{"formula": "C32H46N4O4", "method": "ωB97M-V with the def2-TZVPD basis set", "multiplicity": 1, "lumo_ev": 0.428, "e_tot_ev": -48082.73018, "total_charge": 0, "smiles": "CCN(CC)CCCN1C(=O)[C@H]2[C@H](C(=O)Nc3ccc(C(C)C)cc3)[C@@H]3C=C[C@]2(O3)[C@@H]1C(=O)NC1CCCCC1", "e_above_lowest_kcal_mol": 0.00, "homo_energy_ev": -8.1, "homo_lumo_gap_ev": 8.54, "species": ["C", "C", "N", "C", "C", "C", "C", "C", "N", "C", "O", "C", "C", "C", "O", "N", "C", "C", "C", "C", "C", "C", "C", "C", "C", "C", "C", "C", "C", "O", "C", "C", "O", "N", "C", "C", "C", "C", "C", "C", "H", "H", "H", "H", "H", "H", "H", "H", "H", "H", "H", "H", "H", "H", "H", "H", "H", "H", "H", "H", "H", "H", "H", "H", "H", "H", "H", "H", "H", "H", "H", "H", "H", "H", "H", "H", "H", "H", "H", "H", "H", "H", "H", "H", "H", "H"], "xyz": [[5.64374, -1.50398, 2.24742], [4.36605, -2.15005, 1.71694], [3.46744, -2.50914, 2.80325], [3.81981, -3.77158, 3.42749], [3.11932, -3.97755, 4.76564], [2.06645, -2.35649, 2.48065], [1.48454, -3.38642, 1.49107], [0.15085, -2.90725, 0.91333], [0.28019, -1.65376, 0.21272], [-0.22521, -0.49268, 0.68591], [-0.88944, -0.36153, 1.69244], [0.18907, 0.61665, -0.25763], [0.92255, 1.80609, 0.37692], [0.18465, 3.12479, 0.20952], [0.62901, 4.06714, -0.40758], [-1.01327, 3.07686, 0.84620], [-2.00390, 4.06087, 0.94263], [-1.88053, 5.32124, 0.37031], [-2.90256, 6.24153, 0.51444], [-4.05998, 5.94236, 1.22044], [-5.15960, 6.96524, 1.36555], [-6.45697, 6.46545, 0.72634], [-5.38166, 7.32009, 2.83745], [-4.17140, 4.67705, 1.78674], [-3.16112, 3.74734, 1.65210], [2.30142, 1.68177, -0.34544], [2.08398, 1.92998, -1.82327], [1.51091, 0.82942, -2.29699], [1.33120, -0.04560, -1.08055], [2.48368, 0.27374, -0.30443], [1.02498, -1.53029, -1.03489], [0.11335, -1.98602, -2.18575], [-0.71869, -1.25756, -2.68127], [0.29103, -3.27239, -2.53176], [-0.52774, -3.94983, -3.51953], [0.34218, -4.55700, -4.62334], [1.16326, -5.74179, -4.11843], [0.25637, -6.79930, -3.49618], [-0.56190, -6.20113, -2.35579], [-1.39655, -5.02514, -2.85755], [6.24371, -1.13932, 1.41750], [5.38700, -0.66790, 2.89125], [6.24124, -2.20895, 2.81960], [3.85930, -1.42337, 1.07747], [4.63132, -3.02448, 1.09631], [3.61618, -4.63387, 2.76568], [4.89695, -3.74787, 3.60581], [3.57083, -4.81701, 5.28904], [2.06106, -4.18854, 4.63657], [3.22640, -3.08519, 5.37593], [1.49064, -2.38531, 3.40789], [1.95010, -1.35644, 2.05703], [1.31896, -4.34212, 1.99057], [2.20290, -3.55030, 0.68410], [-0.27027, -3.66197, 0.23851], [-0.55942, -2.72634, 1.72445], [-0.65528, 0.90974, -0.88379], [1.08125, 1.62286, 1.44524], [-1.24067, 2.20602, 1.31430], [-0.99049, 5.57320, -0.18096], [-2.79246, 7.21798, 0.06438], [-4.84922, 7.87482, 0.83923], [-6.82437, 5.57988, 1.23878], [-6.29048, 6.21254, -0.31845], [-7.22397, 7.23523, 0.77901], [-5.72327, 6.45278, 3.39683], [-6.13123, 8.10347, 2.92744], [-4.45525, 7.67343, 3.28493], [-5.05763, 4.40883, 2.34221], [-3.26239, 2.76737, 2.09771], [3.12132, 2.20819, 0.13278], [2.32471, 2.84845, -2.31677], [1.13329, 0.60009, -3.27196], [1.95087, -2.11144, -0.99289], [1.00307, -3.82202, -2.07922], [-1.17151, -3.17108, -3.94180], [-0.31371, -4.89356, -5.42788], [1.00168, -3.78688, -5.02781], [1.72037, -6.17502, -4.95109], [1.89536, -5.40579, -3.37977], [0.85601, -7.63370, -3.12730], [-0.42145, -7.18637, -4.25984], [-1.22318, -6.96104, -1.93534], [0.10763, -5.87472, -1.55566], [-2.11649, -5.38526, -3.59422], [-1.95648, -4.57765, -2.03388]], "forces_ev_per_angstrom": [[-0.19, -0.14, -0.18], [0.18, 0.12, 0.11], [0.11, -0.01, 0.04], [-0.03, 0.06, 0.16], [0.15, -0.04, -0.26], [-0.14, -0.15, -0.14], [-0.05, 0.35, 0.14], [0.00, -0.28, 0.23], [0.15, -0.29, -0.11], [0.02, 0.51, -0.32], [-0.21, 0.09, 0.40], [0.11, -0.26, 0.13], [0.25, 0.01, -0.03], [0.18, -0.61, 0.27], [0.13, 0.29, -0.15], [-0.27, -0.20, 0.22], [-0.17, 0.34, -0.05], [0.23, -0.06, -0.09], [-0.19, -0.11, 0.14], [0.07, 0.21, -0.12], [-0.16, -0.09, 0.12], [0.19, 0.21, -0.03], [0.08, 0.12, -0.24], [0.06, 0.03, -0.05], [0.09, -0.01, -0.04], [-0.13, 0.64, 0.05], [0.20, -0.19, -0.04], [0.26, -0.11, 0.06], [-0.50, 0.08, -0.26], [-0.06, -0.42, 0.29], [-0.03, 0.19, -0.10], [0.57, -0.05, 0.35], [-0.28, 0.38, -0.06], [0.17, -0.53, -0.13], [-0.38, 0.04, -0.31], [0.12, 0.09, 0.16], [-0.25, -0.11, -0.23], [0.23, 0.07, 0.25], [-0.22, -0.10, -0.27], [0.14, 0.11, 0.14], [0.16, 0.03, -0.07], [-0.01, 0.10, 0.07], [0.11, -0.04, 0.07], [-0.03, -0.09, -0.03], [-0.08, 0.07, -0.04], [0.08, 0.04, 0.01], [-0.03, -0.09, -0.06], [-0.02, -0.09, 0.08], [-0.14, -0.03, 0.05], [-0.01, 0.09, 0.10], [-0.10, 0.06, -0.04], [-0.05, -0.02, 0.07], [0.04, -0.09, -0.06], [0.06, -0.11, -0.04], [-0.05, 0.06, 0.10], [-0.01, -0.07, -0.12], [0.04, -0.10, 0.05], [-0.07, 0.03, -0.07], [0.15, 0.04, -0.07], [0.03, 0.00, -0.02], [0.00, 0.10, -0.04], [0.03, -0.09, 0.02], [-0.07, -0.12, 0.06], [-0.05, -0.05, -0.10], [-0.13, 0.04, 0.00], [-0.05, -0.10, 0.09], [-0.10, 0.07, 0.07], [0.05, 0.03, 0.10], [-0.11, -0.04, 0.07], [-0.02, -0.11, 0.05], [0.00, -0.04, 0.00], [-0.05, 0.22, -0.19], [-0.14, 0.07, -0.28], [-0.04, 0.01, -0.02], [0.05, 0.21, 0.10], [0.12, -0.15, 0.07], [-0.03, -0.01, -0.07], [-0.06, 0.03, -0.07], [0.11, 0.04, 0.05], [0.12, -0.01, 0.03], [-0.04, -0.07, -0.06], [-0.04, -0.07, -0.05], [0.04, 0.03, 0.11], [0.04, -0.02, 0.12], [-0.08, -0.02, -0.03], [-0.07, 0.03, -0.05]], "mulliken_charge": [-1.49, 0.11, 0.34, -0.30, -1.38, -1.11, -0.08, -1.32, 0.47, 0.19, -0.77, -0.03, -0.21, 0.02, -0.70, -0.01, 0.92, -0.39, -1.02, 0.87, 0.21, -1.46, -1.46, -0.17, -1.37, 0.21, -1.32, -0.30, 0.01, -0.48, 0.20, -0.03, -0.72, 0.16, -0.52, -0.96, -0.56, -0.75, -0.37, -1.00, 0.45, 0.34, 0.37, -0.08, 0.18, 0.31, 0.41, 0.44, 0.26, 0.32, 0.37, 0.11, 0.50, 0.36, 0.16, 0.54, 0.41, 0.51, 0.03, 0.50, 0.28, 0.40, 0.29, 0.36, 0.43, 0.29, 0.43, 0.36, 0.27, 0.40, 0.69, 0.54, 0.52, 0.66, 0.29, 0.47, 0.41, 0.38, 0.33, 0.30, 0.36, 0.32, 0.38, 0.10, 0.47, 0.36]}

***

2.
{"formula": "C32H48BrClIN3O18S", "method": "ωB97M-V with the def2-TZVPD basis set", "multiplicity": 1, "lumo_ev": -1.432, "e_tot_ev": -176775.49435, "total_charge": 0, "smiles": "C#Cc1cc2nc(C[C@@H](O)CN)c(I)nc2c(Br)c1CCCCS(=O)(=O)Cl.COC(=O)OC.COC(=O)OC.COC(=O)OC.COC(=O)OC.COC(=O)OC", "homo_energy_ev": -8.5, "homo_lumo_gap_ev": 7.11, "species": ["C", "C", "C", "C", "C", "N", "C", "C", "C", "O", "C", "N", "C", "I", "N", "C", "C", "Br", "C", "C", "C", "C", "C", "S", "O", "O", "Cl", "H", "H", "H", "H", "H", "H", "H", "H", "H", "H", "H", "H", "H", "H", "H", "H", "H", "H", "C", "O", "C", "O", "O", "C", "H", "H", "H", "H", "H", "H", "C", "O", "C", "O", "O", "C", "H", "H", "H", "H", "H", "H", "C", "O", "C", "O", "O", "C", "H", "H", "H", "H", "H", "H", "C", "O", "C", "O", "O", "C", "H", "H", "H", "H", "H", "H", "C", "O", "C", "O", "O", "C", "H", "H", "H", "H", "H", "H"], "xyz": [[-1.64669, -6.33936, -2.63420], [-1.86899, -5.05497, -2.39987], [-2.33043, -3.66267, -1.71769], [-1.24402, -2.63029, -1.22368], [-1.61603, -1.23848, -0.50205], [-0.48949, -0.41568, -0.08861], [-1.03144, 0.79383, 0.48618], [0.07130, 1.89808, 0.97836], [0.65280, 1.51997, 2.43552], [2.11768, 1.68276, 2.53280], [0.02011, 2.36066, 3.65932], [-1.30561, 1.81342, 4.15846], [-2.54845, 1.18302, 0.67199], [-3.20816, 3.09514, 1.55743], [-3.61336, 0.29368, 0.27846], [-3.14375, -0.93735, -0.33145], [-4.27043, -1.96820, -0.82983], [-6.18819, -1.45464, -0.49282], [-3.89725, -3.34187, -1.55217], [-5.08109, -4.30460, -2.04678], [-5.19076, -5.71354, -1.26217], [-5.08868, -5.61300, 0.34689], [-4.32520, -6.95662, 0.86679], [-2.50889, -6.72553, 1.18072], [-2.01946, -5.30348, 1.04741], [-1.70510, -7.68121, 0.28995], [-2.08350, -7.35712, 3.15565], [-1.68621, -7.46032, -2.92680], [-0.14495, -2.91400, -1.38078], [0.96094, 1.78305, 0.22905], [-0.29536, 2.97958, 0.86223], [0.43268, 0.38594, 2.60450], [2.34413, 1.14036, 3.33672], [0.76674, 2.25021, 4.55205], [-0.06522, 3.49815, 3.46838], [-1.83751, 2.67438, 4.42679], [-1.13575, 1.33390, 5.06861], [-4.84817, -4.56792, -3.16074], [-6.12655, -3.83072, -2.05039], [-6.25695, -6.13140, -1.49618], [-4.45857, -6.46880, -1.74306], [-6.16207, -5.66132, 0.80437], [-4.61985, -4.64378, 0.74739], [-4.81967, -7.38636, 1.81503], [-4.43912, -7.75543, 0.02734], [3.16206, 6.16832, -2.31074], [2.02896, 5.47891, -1.78589], [0.96708, 5.44908, -2.61474], [0.91272, 5.94225, -3.71740], [-0.02295, 4.77390, -2.00002], [-1.22079, 4.66174, -2.76750], [3.95441, 6.12939, -1.56123], [3.52293, 5.68081, -3.21995], [2.92050, 7.21667, -2.50347], [-1.03497, 4.11386, -3.69475], [-1.63789, 5.64979, -2.97837], [-1.94667, 4.10091, -2.17586], [8.44514, 3.08179, 4.90676], [7.06192, 3.38440, 4.73405], [6.58176, 3.09664, 3.50876], [7.21345, 2.62251, 2.59128], [5.27774, 3.42827, 3.48292], [4.63268, 3.17557, 2.23416], [8.72244, 3.35323, 5.92673], [8.62548, 2.01203, 4.77325], [9.05726, 3.66676, 4.21546], [4.66086, 2.11014, 1.99439], [5.09304, 3.76473, 1.43630], [3.58994, 3.47903, 2.32750], [0.45452, -0.21768, -3.34422], [0.01561, 0.81471, -4.22661], [0.06832, 0.48703, -5.53170], [0.44347, -0.56976, -5.98449], [-0.37008, 1.54274, -6.24495], [-0.36922, 1.33672, -7.65618], [0.36918, 0.15541, -2.32270], [-0.17879, -1.10330, -3.44174], [1.50174, -0.46763, -3.53344], [-1.03507, 0.51319, -7.92615], [0.64493, 1.14902, -8.01785], [-0.73995, 2.24839, -8.12781], [-7.14435, -1.15261, 2.48697], [-8.41879, -1.41329, 3.07584], [-8.47830, -2.55877, 3.78029], [-7.57084, -3.34317, 3.94017], [-9.72516, -2.67961, 4.27628], [-9.93513, -3.85805, 5.05155], [-7.21134, -0.20766, 1.94535], [-6.37611, -1.05337, 3.25853], [-6.87978, -1.93912, 1.77625], [-9.27817, -3.86735, 5.92490], [-9.78215, -4.75268, 4.44255], [-10.96973, -3.85044, 5.39873], [10.86756, 0.92004, -2.79038], [10.52873, 2.16739, -2.18798], [9.69237, 2.06440, -1.13594], [9.23369, 1.03721, -0.69150], [9.45736, 3.30397, -0.66713], [8.57902, 3.34901, 0.45874], [11.54285, 1.12300, -3.62340], [11.38512, 0.27472, -2.07598], [9.97494, 0.42581, -3.18224], [9.00440, 2.80190, 1.30133], [7.59584, 2.95234, 0.19657], [8.46190, 4.39435, 0.75074]], "forces_ev_per_angstrom": [[-2.01, 6.39, 0.92], [-0.04, -5.12, 0.52], [0.86, 1.97, 0.75], [-3.54, -0.66, -0.15], [-0.57, -2.70, -1.24], [-6.57, 2.57, 1.13], [0.44, 0.16, -0.07], [0.83, -1.17, -0.98], [-0.69, -0.39, 0.75], [-1.51, -0.93, 0.48], [0.83, -0.32, 1.07], [0.55, 1.43, 0.65], [-0.49, -3.97, -1.67], [0.56, -1.71, -0.96], [5.24, 0.23, -0.12], [0.08, -0.03, -0.04], [3.40, -2.08, -1.17], [2.60, -0.62, -1.16], [0.73, 3.31, 1.89], [0.74, -0.51, -0.75], [-0.75, 0.14, -0.33], [-0.26, -0.74, 0.15], [-1.78, -0.15, -0.01], [4.93, 0.59, -3.80], [-2.34, -3.63, 0.99], [-3.18, 2.37, 3.00], [-0.70, 0.38, -0.94], [0.41, 2.76, 0.66], [-1.87, 0.57, 0.36], [-1.56, 0.14, 1.36], [0.35, -1.75, 0.42], [0.14, 1.99, -0.23], [-0.12, 0.90, -1.24], [-0.93, 0.33, -1.74], [0.20, -1.94, -0.11], [0.28, -1.28, -0.32], [-0.16, 0.39, -1.09], [-0.37, 0.49, 1.94], [1.93, -0.20, 0.24], [1.91, 0.72, 0.30], [-0.91, 1.36, 1.14], [1.97, 0.07, -0.83], [-0.42, -1.56, -0.78], [1.09, 0.79, -1.32], [0.75, 1.31, 1.64], [0.40, 0.21, -0.13], [-0.51, -0.10, -0.21], [-0.05, -0.02, -0.07], [0.05, -0.30, 0.73], [0.54, 0.27, -0.07], [-0.45, -0.10, -0.28], [-0.29, -0.14, 0.06], [-0.15, 0.16, 0.03], [-0.02, -0.18, -0.13], [0.03, 0.19, 0.06], [0.16, -0.11, -0.09], [0.30, 0.05, 0.13], [0.43, -0.09, 0.12], [-0.29, -0.09, -0.48], [-0.27, 0.06, 0.09], [-0.61, 0.25, 0.96], [0.79, -0.11, 0.21], [-0.28, 0.08, -0.53], [-0.31, 0.05, -0.11], [0.00, 0.17, -0.15], [-0.09, -0.19, -0.02], [0.10, 0.20, -0.04], [0.12, -0.18, 0.09], [0.30, -0.05, 0.25], [0.18, -0.28, 0.36], [-0.05, 0.04, -0.65], [0.02, -0.05, 0.05], [-0.24, 0.69, 0.27], [0.14, -0.34, 0.42], [-0.02, 0.00, -0.46], [-0.07, 0.17, -0.29], [0.16, 0.07, -0.11], [-0.18, -0.08, -0.11], [0.22, 0.00, 0.06], [-0.16, -0.14, 0.08], [0.03, -0.02, 0.33], [0.35, 0.01, 0.02], [-0.27, -0.54, 0.49], [0.03, 0.17, -0.09], [-0.57, 0.41, -0.10], [0.47, 0.14, -0.25], [-0.13, -0.34, 0.25], [-0.26, -0.13, 0.17], [-0.06, -0.14, -0.10], [-0.11, 0.11, 0.63], [0.03, -0.08, -0.21], [0.14, 0.12, 0.12], [0.12, 0.25, -0.19], [0.13, -0.34, -0.21], [-0.28, 0.07, 0.37], [-0.12, 0.14, 0.18], [0.33, 0.60, -0.33], [0.31, -0.47, -0.53], [-0.11, -0.01, 0.24], [-0.12, 0.25, 0.18], [-0.22, 0.02, -0.05], [0.10, -0.01, 0.20], [-0.14, -0.03, -0.34], [0.26, -0.12, 0.10], [0.19, -0.06, -0.25]], "mulliken_charge": [-0.40, -0.79, 0.96, -0.56, 0.51, -0.56, 1.01, -0.65, 0.10, -0.37, -0.51, -0.53, -0.75, 0.03, -0.39, 0.24, -0.56, -0.16, 0.62, -0.97, -0.62, -0.32, -0.76, 1.00, -0.43, -0.56, -0.25, 0.35, 0.42, 0.19, 0.40, 0.20, 0.29, 0.26, 0.26, 0.24, 0.25, 0.31, 0.37, 0.35, 0.31, 0.30, 0.33, 0.48, 0.34, -0.64, -0.25, 0.70, -0.55, -0.19, -0.60, 0.19, 0.31, 0.29, 0.28, 0.32, 0.15, -0.59, -0.34, 0.80, -0.55, -0.33, -0.49, 0.22, 0.29, 0.27, 0.27, 0.26, 0.15, -0.32, -0.18, 0.69, -0.55, -0.29, -0.64, -0.12, 0.29, 0.35, 0.29, 0.29, 0.21, -0.26, -0.33, 0.77, -0.55, -0.33, -0.61, 0.33, 0.30, -0.16, 0.29, 0.29, 0.22, -0.62, -0.33, 0.73, -0.55, -0.34, -0.52, 0.21, 0.29, 0.29, 0.32, 0.28, 0.27]}